No. 1
The following is a quantum chemistry calculation of one molecule with the formula C4H6N4, from the OMol25 dataset.

```
! wB97M-V def2-TZVPD RIJCOSX def2/J DEFGRID3
* xyz 0 1
N -1.38 2.68 -1.00
C -0.95 1.66 -0.69
C -0.39 0.36 -0.44
N -1.35 -0.74 -0.18
C 0.53 -0.06 -1.62
N 1.17 -0.64 -2.37
C 0.54 0.51 0.91
N 1.07 -0.72 1.47
H -1.77 -0.95 -1.07
H -1.11 -1.55 0.33
H 1.26 1.20 0.58
H -0.14 0.73 1.66
H 0.58 -1.58 1.47
H 1.94 -0.93 0.96
*
```

Computed properties:
HOMO level ... -10.31 eV
HOMO-LUMO gap ... 10.9 eV
SMILES ... N#CC(N)(C#N)CN

No. 2
The following is a quantum chemistry calculation of one molecule with the formula C4H6N4, from the OMol25 dataset.

```
! wB97M-V def2-TZVPD RIJCOSX def2/J DEFGRID3
* xyz 0 1
C -3.13 -0.98 -0.15
C -2.30 0.05 0.05
C -0.98 0.56 -0.01
N -0.76 1.83 -0.04
N 0.63 2.21 0.11
N 0.11 -0.35 0.22
N 1.41 -0.28 -0.28
C 2.12 -1.28 -0.05
H -3.96 -1.63 -0.28
H 0.47 3.01 -0.42
H 1.37 1.62 -0.22
H 0.01 -1.26 1.05
H 1.80 -2.27 0.18
H 3.19 -1.24 -0.17
*
```

Computed properties:
HOMO level ... -8.30 eV
HOMO-LUMO gap ... 8.8 eV
SMILES ... C#C/C(=N/N)NN=C

No. 3
The following is a quantum chemistry calculation of one molecule with the formula C4H6N4, from the OMol25 dataset.

```
! wB97M-V def2-TZVPD RIJCOSX def2/J DEFGRID3
* xyz 0 1
C 2.08 -0.45 0.04
N 1.45 -1.57 0.04
C 0.10 -1.06 -0.05
N -1.14 -1.56 -0.08
N -2.09 -0.36 -0.27
C -1.18 0.67 0.32
C 0.14 0.43 -0.25
N 1.47 0.79 0.00
H 3.15 -0.44 0.32
H -2.84 -0.57 0.49
H -1.04 0.59 1.57
H -1.75 1.45 -0.10
H -0.04 0.52 -1.28
H 1.68 1.55 -0.77
*
```

Computed properties:
HOMO level ... -8.85 eV
HOMO-LUMO gap ... 9.4 eV
SMILES ... C1=NC2=NNC[C@H]2N1

No. 4
The following is a quantum chemistry calculation of one molecule with the formula C4H6N4, from the OMol25 dataset.

```
! wB97M-V def2-TZVPD RIJCOSX def2/J DEFGRID3
* xyz 0 1
C 1.67 1.78 -0.48
N 0.52 2.35 -0.22
N -0.49 1.52 0.22
C -0.56 0.15 0.25
C -1.92 -0.39 0.49
N -2.96 -0.69 0.94
N 0.45 -0.64 0.01
C 0.19 -2.01 -0.02
H 2.31 2.56 -0.99
H 1.90 0.76 -0.44
H -1.37 1.94 0.35
H 0.58 -2.61 0.87
H 0.62 -2.39 -0.98
H -0.95 -2.35 -0.01
*
```

Computed properties:
HOMO level ... -9.39 eV
HOMO-LUMO gap ... 9.5 eV
SMILES ... C=NN/C(C#N)=N/C

No. 5
The following is a quantum chemistry calculation of a 2-piece molecular cluster, C4H6N4 overall, from the OMol25 dataset.

```
! wB97M-V def2-TZVPD RIJCOSX def2/J DEFGRID3
* xyz 0 1
C -0.90 0.36 0.75
C -0.63 0.38 -0.48
C -1.73 0.11 -1.42
C 0.70 0.05 -0.97
H 0.83 -0.03 1.97
H -0.80 -0.65 2.71
H -1.95 0.48 1.05
H 1.59 1.16 0.52
H 2.63 -0.21 -0.12
H 0.35 -1.00 -2.41
N -0.19 0.32 1.93
N -2.82 -0.29 -1.85
N 1.78 0.11 0.21
N 1.13 -0.78 -1.87
*
```

Computed properties:
HOMO level ... -9.41 eV
HOMO-LUMO gap ... 9.2 eV

No. 6
The following is a quantum chemistry calculation of one molecule with the formula C4H6N4, from the OMol25 dataset.

```
! wB97M-V def2-TZVPD RIJCOSX def2/J DEFGRID3
* xyz 0 1
N 0.51 2.08 0.06
N -0.69 1.94 0.72
C -1.20 0.80 0.83
C -0.76 -0.58 0.33
C -0.50 -0.85 -1.18
N 0.68 -1.32 -1.39
N 1.43 -1.50 -0.15
C 0.63 -1.07 0.78
H 0.57 2.97 -0.41
H 0.72 1.26 -0.56
H -2.11 0.79 1.48
H -1.59 -1.21 0.60
H -1.19 -0.90 -2.05
H 1.08 -1.03 1.75
*
```

Computed properties:
HOMO level ... -9.52 eV
HOMO-LUMO gap ... 9.8 eV
SMILES ... N/N=C\C1C=NN=C1

No. 7
The following is a quantum chemistry calculation of one molecule with the formula C4H6N4, from the OMol25 dataset.

```
! wB97M-V def2-TZVPD RIJCOSX def2/J DEFGRID3
* xyz 0 1
C -2.16 -0.71 0.12
C 0.45 0.96 -0.97
C -1.26 0.01 0.87
C 1.54 -0.83 0.26
N -2.90 -1.27 -0.55
N -0.49 1.83 -0.15
N -1.23 1.32 0.63
N 0.46 -0.37 -0.54
H -0.11 1.03 -1.86
H 1.36 1.41 -1.05
H -1.12 -0.44 1.86
H 1.36 -1.83 0.39
H 2.37 -0.83 -0.34
H 1.72 -0.29 1.35
*
```

Computed properties:
HOMO level (spin up / spin down) ... -9.29 / -9.29 eV
HOMO-LUMO gap (spin up / spin down) ... 8.5 / 8.5 eV

No. 8
The following is a quantum chemistry calculation of a 2-piece molecular cluster, C4H6N4O overall, from the OMol25 dataset.

```
! wB97M-V def2-TZVPD RIJCOSX def2/J DEFGRID3
* xyz 0 1
C 0.40 -0.07 -2.05
C 0.29 -0.48 -0.70
C 1.15 0.26 0.06
C -2.02 -0.48 0.85
N 1.53 0.66 -2.10
N 2.00 0.78 -0.83
N 1.48 0.35 1.40
N -1.59 -1.25 -0.10
O -1.30 0.35 1.46
H 0.00 -0.49 -3.02
H -3.02 -0.52 1.21
H 2.67 1.50 -0.60
H 0.72 0.27 2.11
H 1.85 1.32 1.50
H -2.14 -1.79 -0.82
*
```

Computed properties:
HOMO level ... -8.81 eV
HOMO-LUMO gap ... 8.6 eV

No. 9
The following is a quantum chemistry calculation of one molecule with the formula C4H6N4O, from the OMol25 dataset.

```
! wB97M-V def2-TZVPD RIJCOSX def2/J DEFGRID3
* xyz 0 1
C 2.31 0.58 -0.10
C 0.88 -0.09 -0.28
N 0.62 -1.33 -0.68
N -0.29 -1.90 0.16
C -1.60 -1.53 0.13
N -1.96 -0.30 -0.39
C -1.26 0.90 -0.07
O -1.53 2.14 -0.33
N -0.07 0.65 0.70
H 2.50 1.07 -1.22
H 3.09 -0.41 0.05
H 2.36 0.92 0.94
H -2.36 -2.30 0.73
H -3.06 -0.03 -0.48
H 0.37 1.67 0.85
*
```

Computed properties:
HOMO level ... -9.34 eV
HOMO-LUMO gap ... 9.8 eV
SMILES ... CC1=NN=CNC(=O)N1

No. 10
The following is a quantum chemistry calculation of a 2-piece molecular cluster, C4H6N4OS overall, from the OMol25 dataset.

```
! wB97M-V def2-TZVPD RIJCOSX def2/J DEFGRID3
* xyz 0 3
C 0.62 -0.03 0.87
C 2.31 -1.02 0.00
C 0.15 -0.91 -0.05
C -0.68 2.51 -0.09
N 1.97 -0.13 0.89
N 1.26 -1.56 -0.60
N 0.24 3.20 0.23
N -1.08 -1.34 -0.38
O -1.64 1.90 -0.27
S -2.36 -1.02 0.44
H 0.06 0.66 1.44
H 3.23 -1.57 -0.17
H 1.32 -1.96 -1.51
H -3.26 -0.30 -0.74
H 1.03 3.62 -0.21
H -3.17 -2.06 0.14
*
```

Computed properties:
Expectation value of S² ... 2.023
HOMO level (spin up / spin down) ... -4.85 / -9.61 eV
HOMO-LUMO gap (spin up / spin down) ... 5.5 / 7.8 eV

No. 11
The following is a quantum chemistry calculation of C4H6N5 as an isolated structure, from the OMol25 dataset.

```
! wB97M-V def2-TZVPD RIJCOSX def2/J DEFGRID3
* xyz 1 1
C 1.20 -0.98 -0.31
C 0.13 -1.75 -0.20
C -2.57 1.06 -0.34
C 0.95 0.37 0.27
N -1.38 1.31 0.00
N -3.23 -0.13 -0.09
N -2.71 -1.20 0.05
N -0.93 -1.09 0.41
N -0.58 0.27 0.71
H 1.99 -1.28 -1.01
H 0.12 -2.70 -0.60
H -3.19 1.76 -0.80
H 1.30 0.52 1.27
H 1.36 1.12 -0.37
H -0.74 0.52 1.63
*
```

Computed properties:
HOMO level (spin up / spin down) ... -13.25 / -13.24 eV
HOMO-LUMO gap (spin up / spin down) ... 7.2 / 7.2 eV

No. 12
The following is a quantum chemistry calculation of a 2-piece molecular cluster, C4H6N5O overall, from the OMol25 dataset.

```
! wB97M-V def2-TZVPD RIJCOSX def2/J DEFGRID3
* xyz -1 1
C -3.55 0.33 0.21
C -1.34 1.44 0.32
C 1.01 0.89 0.07
C -0.65 -0.89 0.12
N -4.60 0.75 -0.48
N -3.68 -0.86 0.78
N -5.45 -0.26 -0.32
N -4.92 -1.21 0.42
N -0.39 0.52 0.16
O -1.21 2.65 0.41
H 1.44 0.50 -0.86
H 1.08 1.98 0.08
H 1.57 0.48 0.92
H -0.04 -1.40 0.87
H -1.71 -1.07 0.33
H -0.40 -1.30 -0.86
*
```

Computed properties:
HOMO level ... -4.82 eV
HOMO-LUMO gap ... 8.1 eV

Largest force on an atom? In order: 4.0; 10.3; 4.9; 4.4; 8.7; 2.9; 4.4; 5.1; 6.2; 5.1; 5.5; 3.2 eV/Å.
Energy relative to the best compared isomer or geometry (same formula, charge and spin)? In order: 219.6; 703.0; 415.8; 311.3; 491.2; 341.5; 566.2; 370.7; 432.2; 0.0; 610.8; 250.6 kJ/mol.